The following is a quantum chemistry calculation of C50H54BaClN2O7SSbSi as an isolated structure at a distorted geometry, from the Open Molecules 2025 dataset.

Atoms and positions in Å:
Ba1 0.4489 -0.2928 2.0733
C1 -0.9665 -2.8584 1.2382
Si1 -2.1659 -4.1434 0.7939
C2 -2.7025 -3.7053 -1.0876
N1 -1.4907 -3.6916 -1.8456
C3 -0.6524 -2.5087 -1.9173
C4 -0.6642 -1.7750 -3.2625
C5 -0.3122 -2.6567 -4.4179
C6 -0.5326 -4.2086 -4.1105
C7 -1.6196 -4.4996 -3.1300
C8 -1.3388 -5.8824 0.9193
C9 0.1030 -5.9215 1.1108
C10 0.6082 -7.2310 1.3448
C11 -0.1957 -8.3373 1.4744
C12 -1.5677 -8.2615 1.4497
C13 -2.1179 -7.0658 0.9479
C14 -3.7672 -4.3116 1.8591
C15 -5.0445 -3.7871 1.5854
C16 -6.1630 -4.1908 2.3438
C17 -6.1039 -5.2332 3.2719
C18 -4.8273 -5.7168 3.5251
C19 -3.6575 -5.1987 2.9393
H1 -0.4054 -3.2091 2.1002
H2 -1.1680 -1.7589 1.1472
H3 -3.2695 -2.7652 -0.9234
H4 -3.3662 -4.5135 -1.5404
H5 0.3469 -2.8023 -1.5671
H6 -0.9039 -1.8421 -1.1210
H7 0.0077 -0.9302 -3.0820
H8 -1.7131 -1.3682 -3.4156
H9 0.7285 -2.4111 -4.7395
H10 -1.0572 -2.4542 -5.2530
H11 0.4128 -4.7153 -3.8843
H12 -0.8207 -4.7372 -5.0540
H13 -1.7076 -5.5790 -3.0006
H14 -2.6039 -4.3993 -3.6383
H15 0.6917 -5.0210 0.8293
H16 1.6962 -7.2915 1.5612
H17 0.2596 -9.2934 1.6476
H18 -2.1912 -9.1135 1.6676
H19 -3.1634 -6.9433 0.6444
H20 -5.2838 -2.9812 0.9042
H21 -7.1321 -3.7395 2.1484
H22 -6.9742 -5.4629 3.9304
H23 -4.6518 -6.5821 4.1867
H24 -2.6755 -5.3956 3.3264
C20 -2.5192 0.7354 4.0580
C21 -1.4269 0.5580 5.0876
C22 -1.4291 0.9300 6.4150
C23 -0.1280 0.6135 6.9173
C24 0.5822 0.0497 5.8567
C25 2.0532 -0.3328 5.7821
N2 -0.1584 0.1361 4.7215
H25 -2.5832 -0.0725 3.3220
H26 -2.4247 1.7038 3.6019
H27 -3.4662 0.5858 4.6769
H28 -2.2520 1.2903 7.0887
H29 0.1905 0.6190 7.9609
H30 2.3892 -0.4349 4.7334
H31 2.1399 -1.3133 6.1700
H32 2.6837 0.3186 6.3457
C26 8.9528 -1.8081 1.6266
C27 7.5117 -1.4476 1.2072
C28 6.9787 -1.8354 -0.1278
C29 5.6243 -1.9386 -0.3719
C30 4.7090 -1.7685 0.7368
C31 5.1955 -1.1156 1.8285
C32 6.5527 -1.1918 2.1437
S1 2.9416 -2.1188 0.5214
O1 2.8706 -3.2549 -0.3921
O2 2.4938 -0.8070 -0.0152
O3 2.3343 -2.3239 1.8411
H33 9.2273 -2.7706 1.1163
H34 9.0209 -2.0335 2.7118
H35 9.8056 -1.1547 1.3760
H36 7.5902 -2.0292 -0.9834
H37 5.3105 -2.3618 -1.3549
H38 4.5590 -0.4521 2.3819
H39 6.7594 -1.0979 3.2064
O4 0.3084 2.4490 0.6239
Cl1 -1.1303 2.1900 0.4403
O5 -1.9366 2.6321 1.6702
O6 -1.5425 2.7080 -0.8640
O7 -1.2856 0.7248 0.3251
C33 3.3885 6.8217 -4.8616
C34 3.7955 6.0385 -3.8010
C35 2.8524 5.4818 -2.9406
C36 1.5063 5.7332 -3.2117
C37 1.0901 6.6047 -4.1466
C38 2.0219 7.2199 -4.9559
Sb1 0.0615 4.8199 -1.7669
C39 -1.6660 4.5980 -3.1306
C40 -1.5155 4.2607 -4.4742
C41 -2.4528 4.5553 -5.4447
C42 -3.5829 5.2665 -5.0139
C43 -3.7183 5.6531 -3.6921
C44 -2.8437 5.2933 -2.6971
C45 -0.2695 6.7533 -0.7504
C46 -0.9747 7.7041 -1.4628
C47 -1.1494 9.0310 -1.0582
C48 -0.4823 9.5154 0.0194
C49 0.1966 8.5427 0.7890
C50 0.2438 7.1995 0.4390
H40 4.0255 7.2238 -5.6627
H41 4.8521 5.7973 -3.6086
H42 3.1057 4.8634 -2.0879
H43 0.0833 6.9927 -4.1509
H44 1.7758 7.8973 -5.7524
H45 -0.6455 3.5970 -4.7675
H46 -2.1987 4.2841 -6.4461
H47 -4.4779 5.4024 -5.6159
H48 -4.5418 6.3989 -3.5092
H49 -2.9430 5.4968 -1.6678
H50 -1.4169 7.5446 -2.4857
H51 -1.8322 9.6568 -1.5521
H52 -0.3758 10.5671 0.2344
H53 0.6370 8.8704 1.7244
H54 0.6230 6.5213 1.1431

Output
Energy relative to the best compared isomer or geometry (same formula, charge and spin), kcal per mole: 112.1
Gap between HOMO and LUMO, eV: 4.92
Total charge: -2
Electronic energy, eV: -108495.5021

---

The following is a quantum chemistry calculation of C50H54BrN6O5Re as an isolated structure, from the Open Molecules 2025 dataset.

Atoms and positions in Å:
Re1 -0.3627 0.3656 1.5441
C1 -4.2335 0.7714 3.5477
C2 -2.8655 0.9507 2.9898
N1 -2.0915 -0.0126 2.5990
N2 -2.4333 -1.3228 2.8077
C3 -1.3908 -2.0459 2.5105
O1 -0.2846 -1.5151 2.0416
C4 -1.3983 -3.4988 2.7376
C5 -2.6051 -4.1870 2.8304
C6 -2.5978 -5.5576 3.0198
C7 -1.3920 -6.2400 3.1255
C8 -0.1893 -5.5524 3.0386
C9 -0.1896 -4.1818 2.8358
C10 -2.1801 2.2200 2.9232
C11 -2.7019 3.4175 3.4037
C12 -1.8943 4.5311 3.4624
C13 -0.5580 4.4211 3.0821
C14 -0.0978 3.2185 2.6064
N3 -0.9013 2.1475 2.4639
H1 -4.4360 -0.2852 3.6929
H2 -4.9707 1.1793 2.8527
H3 -4.3433 1.2896 4.5007
H4 -3.5365 -3.6441 2.7441
H5 -3.5336 -6.0965 3.0831
H6 -1.3907 -7.3117 3.2748
H7 0.7482 -6.0847 3.1259
H8 0.7405 -3.6348 2.7590
H9 -3.7292 3.4523 3.7353
H10 -2.2856 5.4714 3.8260
H11 0.1238 5.2545 3.1667
H12 0.9349 3.0754 2.3273
C15 4.9361 -1.5418 -1.8943
O2 5.1170 -0.1868 -2.3143
C16 5.6790 0.6310 -1.3685
C17 7.0220 0.9539 -1.4374
C18 7.5734 1.8323 -0.5158
C19 6.7717 2.4010 0.4616
C20 5.4173 2.1038 0.5198
C21 4.8663 1.2057 -0.3879
N4 3.4874 0.8983 -0.4763
C22 2.5632 0.8363 0.5108
N5 3.0525 0.7535 1.7469
C23 2.3945 0.6533 2.9888
C24 1.0290 0.5007 3.1264
C25 0.5549 0.3842 4.4489
C26 1.3946 0.4011 5.5421
C27 2.7698 0.5584 5.3735
C28 3.2662 0.6892 4.0948
O3 4.5862 0.8351 3.7786
C29 5.5137 0.9578 4.8487
N6 1.2527 0.8232 0.2143
C30 1.0265 0.7284 -1.2218
C31 0.9600 -0.5799 -1.7146
C32 0.7980 -0.8584 -3.0525
C33 0.6842 0.1990 -3.9482
C34 0.7774 1.4924 -3.4897
C35 0.9810 1.7878 -2.1369
O4 1.1087 3.1236 -1.9166
C36 1.6670 3.6466 -0.7302
H13 4.6421 -2.1009 -2.7780
H14 4.1545 -1.6228 -1.1345
H15 5.8702 -1.9450 -1.4990
H16 7.6188 0.5084 -2.2222
H17 8.6245 2.0797 -0.5703
H18 7.1925 3.0983 1.1732
H19 4.7948 2.5925 1.2580
H20 3.1482 0.7404 -1.4161
H21 4.0604 0.7096 1.8216
H22 -0.5086 0.2627 4.6214
H23 0.9904 0.2931 6.5402
H24 3.4276 0.5727 6.2297
H25 5.5568 0.0383 5.4351
H26 5.2484 1.7958 5.4959
H27 6.4811 1.1384 4.3900
H28 1.0272 -1.3850 -0.9909
H29 0.7579 -1.8815 -3.3969
H30 0.5396 0.0126 -5.0039
H31 0.7148 2.3335 -4.1677
H32 1.6848 4.7252 -0.8668
H33 2.6908 3.2935 -0.5792
H34 1.0546 3.4067 0.1343
C37 -4.2361 -0.4177 -5.8902
C38 -4.0177 0.8314 -5.0372
C39 -3.1019 1.7942 -5.8070
C40 -5.3777 1.5022 -4.8016
C41 -3.3725 0.5025 -3.6929
C42 -3.1244 1.5203 -2.7777
C43 -2.5206 1.2193 -1.5800
Br1 -2.3043 2.6431 -0.3410
C44 -2.1025 -0.0682 -1.1958
O5 -1.5128 -0.2450 -0.0167
C45 -2.4085 -1.1101 -2.0878
C46 -3.0206 -0.7785 -3.3017
C47 -2.2304 -2.6137 -1.8064
C48 -3.6322 -3.2214 -1.6247
C49 -1.4375 -2.9139 -0.5361
C50 -1.5292 -3.3265 -2.9726
H35 -4.7172 -0.1354 -6.8277
H36 -4.8842 -1.1402 -5.3904
H37 -3.2928 -0.9103 -6.1360
H38 -3.4962 1.9757 -6.8089
H39 -2.0986 1.3749 -5.9068
H40 -3.0182 2.7574 -5.3005
H41 -5.8607 1.7204 -5.7563
H42 -5.2750 2.4425 -4.2583
H43 -6.0365 0.8491 -4.2266
H44 -3.3956 2.5458 -2.9900
H45 -3.2445 -1.5926 -3.9741
H46 -4.1641 -2.7234 -0.8112
H47 -3.5510 -4.2835 -1.3809
H48 -4.2325 -3.1247 -2.5299
H49 -1.9723 -2.5367 0.3323
H50 -0.4429 -2.4667 -0.5452
H51 -1.3291 -3.9950 -0.4245
H52 -2.1025 -3.2979 -3.8981
H53 -1.3847 -4.3771 -2.7133
H54 -0.5485 -2.8911 -3.1666

Output
Multiplicity: 2
Energy relative to the best compared isomer or geometry (same formula, charge and spin), kcal per mole: 0.0
Gap between HOMO and LUMO (alpha / beta), eV: 5.97 / 5.77
Total charge: +1
Electronic energy, eV: -144072.4126

---

The following is a quantum chemistry calculation of C50H55Cl5N4NiPSb as an isolated structure at a distorted geometry, from the Open Molecules 2025 dataset.

Atoms and positions in Å:
Ni1 1.0762 -0.4796 0.6363
C1 -2.1416 -0.6219 5.0566
C2 -1.4247 -1.0928 3.7955
Sb1 -0.3498 0.4297 2.6116
C3 0.2429 1.4657 4.4564
C4 1.3267 0.7590 5.2632
C5 -2.1485 1.6620 2.3721
C6 -2.1646 3.0051 3.0931
H1 -2.7644 -1.4264 5.4633
H2 -2.7974 0.2282 4.8496
H3 -1.4392 -0.3283 5.8381
H4 -2.1584 -1.5106 3.1051
H5 -0.7209 -1.8894 4.0458
H6 -0.6616 1.5491 5.0594
H7 0.5629 2.4717 4.1955
H8 1.0008 -0.2367 5.5810
H9 1.5742 1.3312 6.1621
H10 2.2456 0.6439 4.6894
H11 -2.9808 1.0467 2.7147
H12 -2.2860 1.8139 1.3045
H13 -3.0625 3.5678 2.8171
H14 -1.2953 3.6115 2.8343
H15 -2.1710 2.8770 4.1763
C7 3.5279 -3.0549 -0.1447
C8 3.1257 -2.7831 1.2541
N1 2.3137 -1.8491 1.6983
C9 2.2918 -1.9756 3.0683
C10 3.0926 -3.0001 3.4585
N2 3.6171 -3.5085 2.2939
H16 3.0266 -2.3507 -0.7973
H17 3.2341 -4.0651 -0.4424
H18 4.6087 -2.9440 -0.2542
H19 1.7271 -1.3069 3.6924
H20 3.3264 -3.3971 4.4304
H21 4.2799 -4.2563 2.2159
C11 -3.1593 -0.2251 -3.3128
P1 -2.1042 0.6235 -2.0327
C12 -3.4083 0.5249 -0.7339
C13 -3.2794 -0.5018 0.1993
C14 -4.2830 -0.7411 1.1275
C15 -5.4045 0.0732 1.1676
C16 -5.5260 1.1173 0.2609
C17 -4.5450 1.3302 -0.6952
C18 -2.3468 2.3516 -2.5857
C19 -2.3362 3.3699 -1.6328
C20 -2.4571 4.6947 -2.0117
C21 -2.5587 5.0292 -3.3550
C22 -2.5206 4.0306 -4.3130
C23 -2.4218 2.6996 -3.9318
H22 -4.0998 0.3059 -3.4684
H23 -3.3695 -1.2284 -2.9403
H24 -2.6152 -0.3167 -4.2524
H25 -2.3721 -1.0988 0.1978
H26 -4.1845 -1.5621 1.8282
H27 -6.1767 -0.0932 1.9095
H28 -6.3981 1.7607 0.2952
H29 -4.6491 2.1453 -1.4016
H30 -2.2224 3.1139 -0.5850
H31 -2.4524 5.4685 -1.2535
H32 -2.6216 6.0678 -3.6551
H33 -2.5605 4.2932 -5.3634
H34 -2.3952 1.9258 -4.6895
N3 2.6819 7.0648 -5.6025
C24 2.3957 6.2128 -4.8696
C25 2.0618 5.1709 -3.9867
C26 2.0681 3.8224 -4.4237
C27 1.8339 2.7962 -3.5565
C28 1.5379 3.0349 -2.1771
C29 1.4909 4.4035 -1.7586
C30 1.7706 5.4204 -2.6230
C31 1.4582 2.0116 -1.2618
C32 1.7039 1.1415 -0.3947
H35 2.2788 3.6084 -5.4653
H36 1.8752 1.7725 -3.9001
H37 1.3000 4.6172 -0.7157
H38 1.7858 6.4446 -2.2668
Cl1 4.5153 -0.0290 -0.9943
C33 3.9432 0.3875 0.5848
C34 2.6233 0.9777 0.7043
C35 2.5698 1.9570 1.7844
Cl2 1.3764 3.2174 1.6889
C36 3.4908 1.9789 2.7956
Cl3 3.4723 3.2517 3.9806
C37 4.5325 1.0256 2.8331
Cl4 5.4418 0.7708 4.2876
C38 4.7909 0.3059 1.6582
Cl5 6.2764 -0.5951 1.5395
C39 -2.2384 -3.9472 -0.1132
C40 -0.9302 -4.3122 0.6012
C41 -0.7020 -3.4346 1.8269
C42 0.2031 -4.2828 -0.4054
C43 0.7891 -5.4930 -0.7196
C44 1.6556 -5.6566 -1.7938
C45 1.7753 -4.5754 -2.6626
C46 1.2193 -3.3390 -2.4074
C47 1.2389 -2.3466 -3.5539
C48 2.1748 -1.1717 -3.3036
C49 -0.1782 -1.8571 -3.8405
C50 0.5868 -3.0519 -1.1064
N4 0.3589 -1.8601 -0.6095
H39 -3.0764 -3.8825 0.5888
H40 -2.4773 -4.7033 -0.8638
H41 -2.1222 -2.9883 -0.6187
H42 -1.0213 -5.3474 0.9526
H43 -0.5319 -2.4057 1.5111
H44 0.1860 -3.7708 2.3682
H45 -1.5579 -3.4781 2.5059
H46 0.5389 -6.3590 -0.1107
H47 2.1207 -6.6112 -2.0102
H48 2.3085 -4.7182 -3.5991
H49 1.5963 -2.8834 -4.4414
H50 1.8672 -0.6557 -2.3960
H51 2.1405 -0.4687 -4.1398
H52 3.2032 -1.5143 -3.1862
H53 -0.5634 -1.3946 -2.9352
H54 -0.8261 -2.6916 -4.1209
H55 -0.1798 -1.1130 -4.6440

Output
Multiplicity: 3
Gap between HOMO and LUMO (alpha / beta), eV: 4.39 / 5.16
Total charge: -2
Electronic energy, eV: -178181.4842

---

The following is a quantum chemistry calculation of C50H55ClF3GeIN5NbOSe as an isolated structure at a distorted geometry, from the Open Molecules 2025 dataset.

Atoms and positions in Å:
Nb1 15.9791 18.8175 11.4249
Cl1 16.9486 22.6256 17.2442
C1 16.6760 21.3881 16.1931
C2 15.7835 20.3715 16.5183
C3 15.3593 19.3742 15.5963
I1 13.7715 18.1515 16.2534
C4 15.9229 19.4315 14.3400
O1 15.5919 18.5752 13.3459
C5 16.8550 20.4620 14.0229
N1 17.2465 20.5097 12.7321
C6 17.9900 21.5619 12.2955
C7 18.4816 22.5474 13.1544
C8 18.1268 22.5073 14.4984
C9 17.3044 21.4790 14.9407
H1 15.3934 20.4947 17.4799
H2 18.2890 21.4969 11.2264
H3 19.1208 23.3523 12.7563
H4 18.5072 23.2294 15.2367
C10 21.7920 18.2293 10.2985
C11 20.7284 19.2292 10.8262
C12 21.2948 20.6394 11.0383
C13 20.1553 18.6968 12.1710
C14 20.8643 18.9421 13.3468
C15 20.5002 18.2796 14.5267
C16 19.5033 17.3229 14.5505
C17 18.8020 16.9681 13.4006
C18 18.0143 15.6335 13.3272
C19 17.4413 15.1504 14.6513
C20 18.9740 14.5581 12.8503
C21 19.0663 17.7595 12.2455
N2 18.0969 17.8553 11.2143
C22 18.4589 17.4424 9.9953
C23 17.7291 17.8416 8.8710
C24 18.1189 17.6749 7.5214
C25 17.0083 18.0097 6.7572
C26 16.0097 18.4169 7.6603
N3 16.4726 18.4467 8.9717
C27 14.6308 18.7876 7.2156
C28 13.5182 18.6885 8.3074
C29 14.2259 17.7825 6.1275
C30 14.5913 20.2263 6.6392
H5 22.3041 18.5784 9.3786
H6 21.3844 17.2272 10.1435
H7 22.6088 18.1423 11.0543
H8 19.9500 19.3304 10.0702
H9 22.3055 20.5816 11.4490
H10 20.6566 21.2690 11.6718
H11 21.4065 21.1579 10.0575
H12 21.6944 19.6402 13.2864
H13 20.9539 18.5328 15.4954
H14 19.1937 16.8980 15.4919
H15 17.1750 15.7872 12.6094
H16 18.2286 14.7264 15.3151
H17 16.6679 14.3616 14.5117
H18 16.9038 15.9841 15.1800
H19 19.8334 14.4863 13.6119
H20 19.3725 14.7699 11.8212
H21 18.4707 13.5732 12.8045
H22 19.4259 16.9206 9.8232
H23 19.0654 17.2087 7.2072
H24 17.0681 18.0432 5.6694
H25 13.2973 17.6467 8.6115
H26 12.5547 19.1744 7.9962
H27 13.8643 19.1733 9.2140
H28 14.5580 16.7332 6.3516
H29 14.6385 18.0127 5.1210
H30 13.1377 17.6915 6.1186
H31 14.9701 20.9123 7.4048
H32 13.5597 20.5572 6.3981
H33 15.2449 20.3341 5.7457
N4 15.2501 9.5221 10.3792
C31 15.0222 10.6207 10.5617
C32 14.8650 12.0285 10.6653
C33 14.7708 12.6346 11.9046
C34 14.6225 13.9830 11.9906
C35 14.6489 14.7371 10.8285
C36 14.7712 14.1278 9.5393
C37 14.9482 12.7997 9.4758
C38 14.6122 16.0923 10.9471
C39 14.8514 17.3465 11.0181
H34 14.8339 12.0138 12.7805
H35 14.4482 14.5390 12.9026
H36 14.6150 14.7637 8.6746
H37 15.2082 12.2465 8.5581
C40 7.4032 20.6107 11.4889
Ge1 9.1924 19.9241 11.1505
C41 8.8596 18.5956 9.7592
C42 10.4966 21.2272 10.5364
C43 10.0536 19.0478 12.7143
Se1 11.2495 17.7553 11.9407
C44 10.4006 16.0645 12.7498
H38 7.0778 21.2713 10.6755
H39 7.4757 21.1621 12.4448
H40 6.6385 19.8000 11.6057
H41 8.4148 17.6740 10.0940
H42 9.8008 18.4547 9.2423
H43 8.1602 19.0881 9.0564
H44 10.0550 21.8942 9.7868
H45 11.3683 20.7763 10.0429
H46 10.9130 21.8688 11.3649
H47 9.3227 18.5959 13.4127
H48 10.6845 19.8047 13.2362
H49 9.3419 16.2006 13.0522
H50 10.9987 15.8346 13.6327
H51 10.5450 15.2864 11.9573
F1 16.0538 25.0042 12.2242
C45 15.0345 24.7153 11.3192
F2 13.8434 25.1593 11.8645
F3 15.3453 25.3002 10.1138
C46 14.8820 23.2584 11.1434
C47 15.5758 22.6151 10.0944
C48 15.5965 21.2426 10.0913
N5 14.8654 20.5479 11.0127
C49 14.0147 21.1684 11.8627
C50 14.0154 22.5190 12.0485
H52 16.1662 23.1102 9.3421
H53 16.1051 20.6488 9.3363
H54 13.4796 20.4522 12.4934
H55 13.2904 22.9209 12.7446

Output
Gap between HOMO and LUMO (alpha / beta), eV: 4.08 / 4.08
Total charge: +2
Electronic energy, eV: -214411.5199